1.
Computed, not measured: the ion C3H7INO with charge +1 in a non-equilibrium geometry, with ωB97M-V with the def2-TZVPD basis set.

Summary:
SMILES string: C[NH2+][C@H]1O[C@@H]1I
Kohn-Sham gap, eV: 9.9886
HOMO, eV: -13.465

```
! RIJCOSX wB97M-V def2-TZVPD def2/J DEFGRID3
* xyz 1 1
C 1.2846 -0.2781 0.4154
N 0.1906 0.3455 -0.4178
C -1.2494 0.2381 0.1290
O -1.7385 1.5314 0.2302
C -2.4517 0.7333 -0.6942
I -4.2268 -0.1289 0.0730
H 0.9823 -0.3279 1.4409
H 1.7621 -1.2635 0.1741
H 2.1948 0.3609 0.3501
H 0.2025 0.1861 -1.4165
H 0.2326 1.3540 -0.2534
H -1.3542 -0.5381 0.9298
H -2.3309 0.8746 -1.7158
*
```

Results of the natural (NBO) charge analysis, in e, for atoms 1 through 5:
1. C -0.458
2. N -0.534
3. C 0.165
4. O -0.456
5. C -0.070

2.
Computed, not measured: a structure of composition C3H7INO2PTa in a non-equilibrium geometry, with ωB97M-V with the def2-TZVPD basis set.

Summary:
Kohn-Sham gap, eV: 5.1182
HOMO, eV: -4.408

```
! RIJCOSX wB97M-V def2-TZVPD def2/J DEFGRID3
* xyz -1 1
C 2.8146 -0.0369 0.0373
C 1.7665 -0.9907 -0.4894
Ta -0.4947 -0.6968 0.0984
I 0.4211 -0.7772 2.8714
O -2.4739 -0.4284 0.8908
C -3.4874 -0.8993 -0.1100
N -4.4910 -0.8030 -0.9578
P -0.2259 1.8765 -0.0258
O -1.5728 2.5142 0.5428
H 3.3741 -0.2740 1.0649
H 3.1231 0.9569 -0.5465
H 2.0847 -1.8937 -1.1635
H -0.6567 -2.5693 0.0510
H -1.0487 -0.6636 -1.6626
H 0.0051 2.2816 -1.4070
H 0.8619 2.4035 0.8060
*
```

Results of the natural (NBO) charge analysis, in e, for atoms 1 through 5:
1. C -0.025
2. C -0.845
3. Ta 1.453
4. I -0.459
5. O -0.745

3.
Computed, not measured: the molecule C3H7INP in a non-equilibrium geometry, with ωB97M-V with the def2-TZVPD basis set.

Summary:
SMILES string: [H]/N=C(/C)P(C)I
Kohn-Sham gap, eV: 9.1702
HOMO, eV: -9.111

```
! RIJCOSX wB97M-V def2-TZVPD def2/J DEFGRID3
* xyz 0 1
H 1.3069 -2.0107 -0.7496
N 0.3198 -2.0375 -0.5118
C 0.0011 -0.8489 0.3528
C -1.4102 -0.7654 0.7897
P 1.0485 0.5760 0.7634
C 0.3254 1.6545 -0.5693
I 3.1944 0.0696 -0.2524
H -1.5351 -0.0562 1.6072
H -2.0281 -0.4473 -0.0522
H -1.7639 -1.7498 1.0886
H -0.6787 1.9528 -0.2703
H 0.2793 1.1177 -1.5181
H 0.9406 2.5454 -0.6779
*
```

Results of the natural (NBO) charge analysis, in e, for atoms 1 through 5:
1. H 0.329
2. N -0.604
3. C -0.049
4. C -0.707
5. P 0.642

4.
Computed, not measured: the molecule C3H7IO in a non-equilibrium geometry, with ωB97M-V with the def2-TZVPD basis set.

Summary:
Kohn-Sham gap (spin up / spin down), eV: 5.7100 / 6.2523
HOMO (spin up / spin down), eV: -4.904 / -9.569

```
! RIJCOSX wB97M-V def2-TZVPD def2/J DEFGRID3
* xyz 0 3
C -1.1683 1.0673 1.0157
C 0.9226 -1.3172 -1.0173
C 0.0673 0.0871 0.6767
O -0.1858 -0.5673 -0.5000
I 0.2519 -1.3417 2.3164
H -1.6474 1.1652 0.0876
H -1.9635 0.4398 1.6748
H -1.0393 1.9820 1.4185
H 0.6028 -2.0711 -1.6897
H 1.4257 -1.7563 -0.0992
H 1.5544 -0.5198 -1.6108
H 1.0339 0.5284 0.6467
*
```

Results of the natural (NBO) charge analysis, in e, for atoms 1 through 5:
1. C -0.630
2. C -0.250
3. C -0.177
4. O -0.562
5. I 0.303

Energy above the lowest of the compared OMol25 structures with the same formula, charge and spin for the records above, in order: 46.2, 118.3, 13.7, 9.4 kcal/mol